Entry 1:
A molecular structure, C35H46MoN4P2S4Si2. Source: OMol25; level of theory: ωB97M-V/def2-TZVPD.

Computed properties:
- E: -4502.6007 Ha
- Lowest unoccupied orbital energy: -7.54 eV
- Total charge: +2
- Gap between HOMO and LUMO: 5.80 eV

Each line ends with the Löwdin charge.
CARTESIAN COORDINATES (ANGSTROEM)
Mo1 -1.20 -0.27 -0.15  1.1001
C1 2.08 0.65 -3.57  -0.1543
Si1 1.33 -0.47 -2.33  0.3516
C2 0.09 -1.61 -3.11  -0.1666
C3 2.66 -1.52 -1.61  -0.1598
N1 0.44 0.40 -1.05  -0.4322
P1 0.64 1.78 -0.11  0.7685
C4 -0.34 1.27 1.24  -0.4993
P2 0.09 -0.13 2.20  0.7661
N2 -0.37 -1.41 1.16  -0.4126
Si2 -0.42 -3.23 1.47  0.3680
C5 -0.40 -4.04 -0.19  -0.1790
C6 1.10 -3.75 2.36  -0.1586
C7 -1.94 -3.61 2.44  -0.1746
C8 -0.91 -0.18 3.68  -0.3308
C9 -1.75 0.89 4.00  -0.1088
C10 -2.50 0.85 5.17  -0.0452
C11 -2.41 -0.25 6.01  -0.0388
C12 -1.56 -1.30 5.71  -0.0457
C13 -0.80 -1.26 4.56  -0.0925
C14 1.77 -0.35 2.72  -0.3365
C15 2.17 0.16 3.97  -0.0679
C16 3.50 0.07 4.34  -0.0421
C17 4.43 -0.52 3.48  -0.0392
C18 4.03 -1.02 2.25  -0.0421
C19 2.70 -0.93 1.87  -0.1065
C20 2.31 2.38 0.08  -0.2695
C21 2.92 3.04 -1.00  -0.0796
C22 4.20 3.54 -0.88  -0.0466
C23 4.88 3.43 0.32  -0.0411
C24 4.28 2.83 1.41  -0.0468
C25 3.00 2.30 1.29  -0.0669
C26 -0.25 3.12 -0.90  -0.3409
C27 -0.21 3.31 -2.28  -0.1352
C28 -0.88 4.36 -2.86  -0.0626
C29 -1.63 5.23 -2.07  -0.0481
C30 -1.69 5.04 -0.70  -0.0473
C31 -1.01 3.99 -0.11  -0.0689
H1 2.63 0.02 -4.28  0.0600
H2 1.35 1.22 -4.14  0.0340
H3 2.81 1.34 -3.13  0.0276
H4 0.60 -2.43 -3.61  0.0603
H5 -0.59 -2.06 -2.38  -0.0019
H6 -0.52 -1.08 -3.85  0.0190
H7 3.03 -2.17 -2.41  0.0581
H8 3.51 -0.93 -1.24  0.0490
H9 2.31 -2.17 -0.80  0.0083
H10 0.56 -3.91 -0.69  0.0334
H11 -0.54 -5.12 -0.02  0.0603
H12 -1.19 -3.73 -0.86  -0.0107
H13 1.96 -3.77 1.68  0.0422
H14 1.37 -3.16 3.23  0.0272
H15 0.92 -4.78 2.70  0.0617
H16 -2.68 -2.82 2.40  0.0144
H17 -2.40 -4.52 2.03  0.0545
H18 -1.71 -3.80 3.49  0.0406
H19 -1.78 1.75 3.36  0.0774
H20 -3.15 1.68 5.41  0.1185
H21 -3.00 -0.28 6.92  0.1199
H22 -1.47 -2.14 6.39  0.1192
H23 -0.11 -2.08 4.35  0.0919
H24 1.45 0.61 4.64  0.1205
H25 3.82 0.45 5.30  0.1208
H26 5.46 -0.59 3.79  0.1207
H27 4.76 -1.47 1.59  0.1206
H28 2.39 -1.30 0.91  0.0609
H29 2.39 3.18 -1.93  0.0901
H30 4.66 4.04 -1.73  0.1199
H31 5.88 3.84 0.42  0.1200
H32 4.79 2.78 2.36  0.1164
H33 2.53 1.87 2.16  0.0801
H34 0.34 2.61 -2.90  0.0718
H35 -0.84 4.51 -3.94  0.1135
H36 -2.16 6.05 -2.53  0.1171
H37 -2.28 5.71 -0.09  0.1172
H38 -1.06 3.84 0.96  0.1028
S1 -5.73 -0.68 0.53  0.7387
C32 -4.14 -0.61 0.44  -1.7008
S2 -3.05 0.63 1.01  0.6294
S3 -3.05 -1.83 -0.23  0.5499
C33 -3.17 0.01 -6.06  -0.0265
N3 -2.69 0.36 -4.72  -0.0162
C34 -2.89 -0.23 -3.54  -0.7271
S4 -2.41 0.74 -2.17  0.6839
N4 -3.47 -1.40 -3.37  -0.0098
C35 -3.94 -2.40 -4.34  -0.0223
H39 -2.62 0.62 -6.77  0.0981
H40 -4.23 0.22 -6.17  0.1013
H41 -2.97 -1.03 -6.29  0.0777
H42 -2.27 1.28 -4.62  0.1128
H43 -3.57 -1.65 -2.39  0.0035
H44 -4.61 -1.97 -5.07  0.0854
H45 -4.49 -3.14 -3.78  0.1006
H46 -3.10 -2.89 -4.84  0.0964

Entry 2:
A molecular structure, C6H11NS in a non-equilibrium geometry. Source: OMol25; level of theory: ωB97M-V/def2-TZVPD.

Computed properties:
- E: -688.0994 Ha
- Lowest unoccupied orbital energy: 0.92 eV
- Total charge: 0
- Gap between HOMO and LUMO: 9.53 eV

Each line ends with the natural charge from an NBO analysis.
CARTESIAN COORDINATES (ANGSTROEM)
C1 1.76 -1.32 -0.23  -0.4260
C2 0.62 0.84 0.54  -0.0618
C3 -0.46 0.06 1.24  -0.4509
C4 -1.06 -0.59 -0.02  -0.3429
C5 -0.22 0.12 -1.07  -0.0787
C6 -0.16 1.55 -0.56  -0.4053
H1 1.09 -1.82 0.46  0.1620
H2 2.68 -1.12 0.33  0.2070
H3 1.91 -1.95 -1.12  0.2101
H4 1.37 1.30 1.20  0.2016
H5 -1.13 0.71 1.80  0.2232
H6 -0.15 -0.73 1.93  0.2147
H7 -0.86 -1.67 -0.07  0.2285
H8 -2.87 0.90 -0.10  0.1091
H9 -0.28 -0.08 -2.15  0.2178
H10 0.53 2.22 -1.11  0.2347
H11 -1.12 2.02 -0.29  0.1941
N1 1.20 0.00 -0.55  -0.4167
S1 -2.87 -0.44 -0.23  -0.0204

Entry 3:
A single C22H20Br2N4O2 molecule. Source: OMol25; level of theory: ωB97M-V/def2-TZVPD.

Computed properties:
- E: -6367.9164 Ha
- Structure (SMILES): NNC(=O)CN[C@H](c1ccccc1)c1cc(Br)ccc1NC(=O)c1ccc(Br)cc1
- Lowest unoccupied orbital energy: 0.39 eV
- Total charge: 0
- Gap between HOMO and LUMO: 8.73 eV

Each line ends with the natural charge from an NBO analysis.
CARTESIAN COORDINATES (ANGSTROEM)
N1 2.58 2.75 3.06  -0.6452
N2 1.20 2.48 3.07  -0.4417
C1 0.64 1.58 2.23  0.6415
O1 1.29 1.08 1.32  -0.6772
C2 -0.85 1.34 2.43  -0.3066
N3 -1.64 1.98 1.39  -0.6064
H1 -1.42 2.97 1.34  0.3659
C3 -1.50 1.39 0.06  -0.1196
C4 -2.30 2.17 -0.96  0.0729
C5 -3.35 3.01 -0.60  -0.2508
C6 -4.07 3.68 -1.57  -0.2024
C7 -3.77 3.52 -2.91  -0.2195
C8 -2.73 2.68 -3.28  -0.1871
C9 -2.00 2.01 -2.31  -0.2388
H2 -1.20 1.35 -2.60  0.2134
H3 -2.49 2.54 -4.32  0.2140
H4 -4.34 4.04 -3.66  0.2144
H5 -4.88 4.33 -1.27  0.2135
H6 -3.59 3.13 0.44  0.2233
C10 -2.04 -0.04 0.08  -0.0739
C11 -3.40 -0.20 0.29  -0.2196
C12 -3.97 -1.46 0.26  -0.0881
C13 -3.20 -2.58 0.00  -0.2116
C14 -1.84 -2.43 -0.18  -0.2448
C15 -1.24 -1.17 -0.13  0.2225
N4 0.15 -1.03 -0.25  -0.6635
C16 1.05 -1.95 -0.71  0.6536
O2 0.78 -3.05 -1.14  -0.6047
C17 2.46 -1.46 -0.63  -0.0686
C18 3.45 -2.36 -0.24  -0.1780
C19 4.76 -1.96 -0.14  -0.2440
C20 5.09 -0.65 -0.45  -0.0655
C21 4.13 0.25 -0.87  -0.2368
C22 2.81 -0.16 -0.96  -0.1881
H7 2.07 0.55 -1.30  0.2215
H8 4.41 1.26 -1.13  0.2267
Br1 6.90 -0.08 -0.30  0.0501
H9 5.53 -2.66 0.17  0.2307
H10 3.16 -3.38 -0.02  0.2352
H11 0.56 -0.20 0.18  0.4463
H12 -1.23 -3.29 -0.38  0.2601
H13 -3.65 -3.56 -0.04  0.2288
Br2 -5.84 -1.64 0.55  0.0410
H14 -4.01 0.67 0.47  0.2356
H15 -0.46 1.39 -0.29  0.2016
H16 -1.05 0.27 2.39  0.2343
H17 -1.18 1.73 3.39  0.2043
H18 0.71 2.81 3.89  0.3957
H19 2.76 3.61 2.55  0.3553
H20 3.03 1.99 2.54  0.3804

Entry 4:
2 unconnected molecules or ions with the total composition C8H12N4 in a non-equilibrium geometry. Source: OMol25; level of theory: ωB97M-V/def2-TZVPD.

Computed properties:
- E: -530.7511 Ha
- Spin multiplicity: 2
- ⟨S²⟩: 0.76
- Lowest unoccupied orbital energy (spin up / spin down): -4.23 / -7.94 eV
- Total charge: +1
- Gap between HOMO and LUMO (spin up / spin down): 7.21 / 3.41 eV

Each line ends with the natural charge from an NBO analysis.
CARTESIAN COORDINATES (ANGSTROEM)
C1 -0.76 -2.46 -2.07  -0.6912
C2 0.58 -1.98 -1.74  0.3288
C3 1.12 -0.69 -2.04  0.1445
C4 2.53 -1.89 -0.93  0.3414
N1 1.51 -2.69 -1.07  -0.4242
N2 2.33 -0.62 -1.48  -0.5333
H1 -1.28 -1.74 -2.71  0.2501
H2 -1.33 -2.42 -1.13  0.2975
H3 0.54 0.15 -2.41  0.2604
H4 3.38 -2.16 -0.31  0.2464
H5 3.17 -0.17 -1.85  0.4628
H6 -0.79 -3.47 -2.47  0.2876
C5 -2.65 2.36 2.09  -0.6419
C6 0.19 0.22 1.69  0.1301
C7 -1.32 1.75 1.80  0.1165
C8 -0.22 2.33 1.22  -0.1200
N3 -1.05 0.44 2.06  -0.4424
N4 0.71 1.33 1.10  -0.5422
H7 0.61 -0.77 1.77  0.1984
H8 1.69 1.56 0.97  0.4116
H9 -0.04 3.35 0.95  0.2253
H10 -2.88 3.15 1.37  0.2226
H11 -2.61 2.82 3.09  0.2333
H12 -3.43 1.61 2.12  0.2379

Entry 5:
2 unconnected molecules or ions with the total composition C7H16N. Source: OMol25; level of theory: ωB97M-V/def2-TZVPD.

Computed properties:
- E: -330.7730 Ha
- Lowest unoccupied orbital energy: -3.34 eV
- Total charge: +1
- Gap between HOMO and LUMO: 8.61 eV

Each line ends with the natural charge from an NBO analysis.
CARTESIAN COORDINATES (ANGSTROEM)
C1 0.24 -3.78 1.76  -0.6434
C2 0.48 -2.32 1.40  -0.2145
N1 -0.22 -2.02 0.10  -0.4912
C3 -0.08 -0.62 -0.39  -0.4270
H1 0.51 -4.48 0.96  0.2257
H2 0.85 -4.01 2.63  0.2615
H3 -0.81 -3.97 2.01  0.2284
H4 0.02 -1.67 2.14  0.2258
H5 1.53 -2.04 1.32  0.2325
H6 -1.21 -2.19 0.29  0.4272
H7 -0.02 -2.75 -0.58  0.4335
H8 -0.54 0.02 0.35  0.2371
H9 -0.52 -0.46 -1.37  0.2532
H10 0.98 -0.37 -0.41  0.2441
C4 -1.94 2.69 -0.60  -0.3738
C5 -0.73 2.64 -1.15  -0.2352
C6 0.54 2.44 -0.45  -0.2577
C7 1.71 2.43 -1.10  -0.3588
H11 -2.05 2.57 0.48  0.1903
H12 -2.81 2.87 -1.20  0.2171
H13 -0.64 2.75 -2.23  0.2078
H14 0.51 2.48 0.64  0.2061
H15 2.64 2.34 -0.55  0.2074
H16 1.77 2.49 -2.17  0.2038

Entry 6:
2 unconnected molecules or ions with the total composition C6H18N3 in a non-equilibrium geometry. Source: OMol25; level of theory: ωB97M-V/def2-TZVPD.

Computed properties:
- E: -403.4274 Ha
- Lowest unoccupied orbital energy: -3.18 eV
- Total charge: +1
- Gap between HOMO and LUMO: 10.74 eV

Each line ends with the natural charge from an NBO analysis.
CARTESIAN COORDINATES (ANGSTROEM)
C1 -0.23 -1.43 -2.40  -0.4092
C2 -0.05 -1.90 -0.93  -0.6029
C3 -0.50 0.07 -2.60  -0.6191
H1 -0.88 -2.07 -3.01  0.2132
H2 0.68 -1.81 -2.88  0.2110
H3 0.42 -2.87 -0.99  0.2333
H4 0.65 -1.17 -0.49  0.1745
H5 0.43 0.60 -2.69  0.2106
H6 -1.13 0.57 -1.87  0.1610
H7 -0.98 -1.71 -0.44  0.1966
H8 -0.98 0.23 -3.58  0.2331
C4 1.36 0.80 1.73  -0.2393
C5 1.88 -0.66 1.96  -0.6245
C6 -0.92 1.26 0.98  0.6917
N1 -0.09 0.84 1.95  -0.5656
N2 -0.67 2.36 0.27  -0.7454
N3 -2.12 0.68 1.00  -0.7585
H9 1.96 1.27 2.50  0.2248
H10 1.61 1.16 0.74  0.2081
H11 1.73 -1.41 1.19  0.2334
H12 1.48 -0.87 2.96  0.2058
H13 -0.44 0.34 2.75  0.4200
H14 0.24 2.81 0.34  0.4305
H15 -1.07 2.50 -0.64  0.4274
H16 -2.49 0.16 1.78  0.4289
H17 -2.87 1.00 0.40  0.4187
H18 2.97 -0.74 1.96  0.2420

Entry 7:
A single C4H8N2O molecule. Source: OMol25; level of theory: ωB97M-V/def2-TZVPD.

Computed properties:
- E: -341.9512 Ha
- Structure (SMILES): C[C@@]1(C(N)=O)CN1
- Lowest unoccupied orbital energy: 0.94 eV
- Total charge: 0
- Gap between HOMO and LUMO: 10.56 eV

Each line ends with the natural charge from an NBO analysis.
CARTESIAN COORDINATES (ANGSTROEM)
C1 -0.23 0.97 -1.11  -0.6163
C2 -0.09 -0.26 -0.24  -0.0292
C3 0.14 -1.57 -0.87  -0.2389
N1 1.21 -0.94 -0.09  -0.5857
C4 -0.87 -0.18 1.06  0.6769
O1 -1.93 -0.75 1.24  -0.5953
N2 -0.30 0.64 1.99  -0.8246
H1 0.62 1.05 -1.81  0.2100
H2 -1.15 0.92 -1.70  0.2300
H3 -0.26 1.88 -0.50  0.2206
H4 -0.29 -2.47 -0.43  0.2163
H5 0.23 -1.59 -1.95  0.1918
H6 1.90 -0.53 -0.71  0.3477
H7 0.65 0.96 1.87  0.3947
H8 -0.64 0.58 2.94  0.4020

Entry 8:
2 unconnected molecules or ions with the total composition C4H10OS in a non-equilibrium geometry. Source: OMol25; level of theory: ωB97M-V/def2-TZVPD.

Computed properties:
- E: -631.7759 Ha
- Structure (SMILES): C=CO.CCS
- Lowest unoccupied orbital energy: 0.82 eV
- Total charge: 0
- Gap between HOMO and LUMO: 9.57 eV

Each line ends with the natural charge from an NBO analysis.
CARTESIAN COORDINATES (ANGSTROEM)
C1 -1.50 0.38 -0.86  -0.6408
C2 -2.26 -0.30 0.27  -0.4764
S1 -1.32 -1.84 0.80  -0.0831
H1 -1.75 -0.09 -1.82  0.2085
H2 -0.42 0.38 -0.78  0.2296
H3 -1.82 1.40 -1.06  0.2139
H4 -2.42 0.39 1.09  0.2131
H5 -3.19 -0.73 -0.07  0.2126
H6 -1.80 -1.80 2.05  0.1225
C3 1.94 0.05 0.99  -0.4998
C4 2.44 0.55 -0.14  0.1195
O1 2.86 -0.17 -1.22  -0.6828
H7 1.68 0.74 1.78  0.2117
H8 1.78 -1.01 1.05  0.2169
H9 2.82 1.58 -0.13  0.1561
H10 2.96 0.46 -1.95  0.4785

Entry 9:
A molecular structure, C38H43BCl2N14O2RbSSi. Source: OMol25; level of theory: ωB97M-V/def2-TZVPD.

Computed properties:
- E: -4048.1603 Ha
- Spin multiplicity: 2
- ⟨S²⟩: 0.79
- Lowest unoccupied orbital energy (spin up / spin down): 3.73 / 2.67 eV
- Total charge: -2
- Gap between HOMO and LUMO (spin up / spin down): 5.96 / 4.83 eV

Each line ends with the Mulliken spin population.
CARTESIAN COORDINATES (ANGSTROEM)
Rb1 0.14 0.71 0.21  0.0021
C1 -1.08 -6.22 2.85  -0.0001
C2 -2.16 -5.51 2.03  0.0014
N1 -1.64 -4.70 0.95  0.0022
C3 -0.98 -3.51 1.21  -0.0059
S1 -0.02 -2.89 -0.07  0.0639
N2 -1.16 -3.02 2.41  0.0034
N3 -0.77 -1.73 2.63  0.0008
C4 -0.35 -1.48 3.81  0.0004
C5 -0.14 -2.53 4.87  0.0002
C6 -0.10 -0.05 4.16  -0.0004
C7 1.06 0.33 4.82  0.0001
C8 1.25 1.67 5.13  0.0000
C9 0.26 2.58 4.81  -0.0001
C10 -0.86 2.10 4.15  0.0000
N4 -1.05 0.83 3.83  0.0000
H1 -1.52 -6.77 3.69  0.0001
H2 -0.38 -5.48 3.25  0.0000
H3 -0.52 -6.93 2.23  0.0000
H4 -2.74 -4.86 2.68  0.0001
H5 -2.84 -6.25 1.60  -0.0002
H6 -1.20 -5.20 0.19  0.0008
H7 0.32 -3.42 4.43  -0.0002
H8 -1.10 -2.84 5.29  0.0000
H9 0.48 -2.15 5.68  0.0000
H10 1.83 -0.40 5.04  0.0000
H11 2.17 1.99 5.61  0.0000
H12 0.36 3.63 5.03  0.0000
H13 -1.65 2.79 3.84  0.0000
C11 -0.10 -0.47 -4.70  0.0077
C12 -0.15 -1.20 -3.50  -0.0079
N5 -1.17 -0.80 -2.75  0.0013
N6 -1.78 0.17 -3.44  -0.0002
C13 -1.16 0.40 -4.61  -0.0027
B1 -3.02 0.90 -2.90  0.0004
N7 -2.66 2.37 -2.61  0.0000
C14 -3.47 3.43 -2.39  -0.0001
C15 -2.70 4.47 -1.92  0.0001
C16 -1.40 3.94 -1.87  0.0000
N8 -1.39 2.68 -2.27  0.0004
N9 -3.55 0.22 -1.63  0.0000
C17 -4.67 -0.52 -1.47  -0.0002
C18 -4.68 -0.99 -0.18  0.0000
C19 -3.49 -0.48 0.39  0.0002
N10 -2.83 0.25 -0.49  0.0002
N11 -4.12 0.77 -4.00  0.0000
C20 -4.28 -0.32 -4.78  0.0001
C21 -5.44 -0.15 -5.51  0.0000
C22 -5.93 1.09 -5.08  0.0000
N12 -5.14 1.64 -4.17  0.0000
H14 0.61 -0.56 -5.51  0.0029
H15 0.48 -1.99 -3.14  -0.0002
H16 -1.52 1.17 -5.29  -0.0003
H17 -4.52 3.36 -2.60  0.0000
H18 -3.03 5.46 -1.65  0.0000
H19 -0.49 4.40 -1.53  0.0000
H20 -5.37 -0.65 -2.28  0.0000
H21 -5.42 -1.62 0.29  0.0000
H22 -3.08 -0.63 1.37  0.0000
H23 -3.57 -1.12 -4.76  0.0000
H24 -5.87 -0.83 -6.23  0.0000
H25 -6.82 1.62 -5.40  0.0000
Cl1 3.37 7.81 2.85  0.0000
C23 2.87 6.18 2.47  -0.0002
C24 3.84 5.17 2.39  0.0001
C25 3.46 3.89 2.10  -0.0002
Cl2 4.67 2.65 2.02  -0.0002
C26 2.09 3.47 1.87  -0.0004
O1 1.78 2.29 1.65  -0.0023
C27 1.14 4.57 1.95  0.0000
C28 -0.28 4.39 1.70  0.0000
O2 -0.87 3.40 1.33  0.0000
C29 1.55 5.88 2.25  0.0003
H26 4.88 5.40 2.56  0.0000
H27 -0.86 5.32 1.88  0.0000
H28 0.80 6.66 2.31  0.0000
C30 1.91 2.32 -3.29  -0.0031
C31 2.56 1.00 -3.02  -0.0811
C32 3.36 0.37 -3.99  0.2352
C33 3.94 -0.86 -3.70  -0.0869
C34 3.72 -1.42 -2.47  0.2087
C35 2.91 -0.74 -1.51  -0.0673
N13 2.33 0.45 -1.85  0.1576
N14 2.66 -1.17 -0.29  0.5397
Si1 3.32 -2.52 0.60  -0.0363
C36 2.54 -2.49 2.30  -0.0065
C37 5.17 -2.18 0.78  0.0259
C38 3.07 -4.20 -0.23  0.0073
H29 2.17 2.70 -4.28  -0.0019
H30 2.23 3.05 -2.54  -0.0007
H31 0.82 2.23 -3.20  -0.0010
H32 3.51 0.85 -4.95  0.0114
H33 4.54 -1.37 -4.44  -0.0021
H34 4.15 -2.38 -2.21  0.0250
H35 2.65 -1.50 2.74  0.0041
H36 2.99 -3.23 2.97  0.0007
H37 1.47 -2.70 2.19  0.0037
H38 5.33 -1.19 1.23  0.0018
H39 5.70 -2.21 -0.17  -0.0014
H40 5.62 -2.92 1.45  -0.0005
H41 1.99 -4.39 -0.31  0.0013
H42 3.52 -5.01 0.36  -0.0004
H43 3.50 -4.25 -1.23  -0.0004

Q: Which formula does entry 2 have?
A: C6H11NS

Q: Among the records above, which one has the lowest total charge?
A: C38H43BCl2N14O2RbSSi

Q: Among the records above, which one has the lowest E?
A: C22H20Br2N4O2